[1]
Entry from the Open Molecules 2025 dataset: a molecular structure, C4H2CdO2 in a non-equilibrium geometry (the ωB97M-V functional and the def2-TZVPD basis).

Output
* HOMO energy (alpha / beta): -11.743 / -12.547 eV
* LUMO energy (alpha / beta): -8.06 / -7.97 eV
* largest force on an atom: 4.38 eV/Å

ORCA input file:
```
! RIJCOSX wB97M-V def2-TZVPD def2/J DEFGRID3
* xyz 1 2
Cd -2.7335 0.3565 -1.6011
O -1.8787 -0.3150 -0.0779
O -1.5711 1.0968 0.0571
C 1.3883 -0.7354 0.0776
C -0.2330 1.3319 0.1850
C 1.9620 -1.7966 0.3410
C 0.7104 0.4143 0.1962
H 2.4098 -2.7577 0.5249
H -0.0541 2.4050 0.2971
*
```

Atomic partial charges in e from the natural (NBO) method, atoms 1 to 4:
1 Cd 1.611
2 O -0.613
3 O -0.384
4 C -0.166

---

[2]
Entry from the Open Molecules 2025 dataset: a molecular structure, C36H43N9O4PS3Zr in a non-equilibrium geometry (the ωB97M-V functional and the def2-TZVPD basis).

Output
* HOMO energy: -15.081 eV
* LUMO energy: -8.07 eV
* largest force on an atom: 1.99 eV/Å

ORCA input file:
```
! RIJCOSX wB97M-V def2-TZVPD def2/J DEFGRID3
* xyz 3 1
Zr -0.1730 0.1300 0.1371
S 4.6652 0.9940 1.2148
S -2.9154 -0.1056 0.0020
S 0.5435 3.0421 1.9094
P -0.4215 1.9860 -1.9760
O -0.6663 0.1868 2.1154
O 0.4873 2.1035 0.6791
O -1.8389 -1.2153 0.0077
O 0.8146 0.5576 3.7497
N -1.0688 -0.6867 -2.5541
N -2.1827 1.1680 0.1312
N 0.3583 -0.0829 7.6921
N 0.4227 -2.0265 1.4833
N 1.4804 -1.5623 6.3171
N 2.5740 0.2670 7.1919
N 2.2995 0.1865 0.7311
N 3.1311 -1.9016 -2.1549
N 1.2034 -1.4998 -1.1281
C 2.2934 2.5296 -2.2072
C 0.1315 -4.5434 -2.9941
C 4.4057 0.1014 -0.2111
C 2.4174 -3.9166 -3.5122
C -2.9032 -0.3025 -4.1760
C 3.7288 1.8065 -3.9935
C -1.8967 0.1739 -3.3505
C 0.5233 -1.6891 2.9165
C 2.6599 1.1491 -4.5860
C 1.0471 -2.6152 -1.9507
C 3.0923 -0.2419 -0.3121
C -2.3214 5.4630 -1.1425
C -0.7440 -2.0924 5.2061
C -3.3444 1.9538 -4.8871
C 3.0120 0.8463 1.6025
C -0.0294 -3.4906 -2.1189
C -2.3523 2.4290 -4.0443
C -0.5158 -2.4785 3.7371
C 2.2508 -2.8560 -2.6286
C -1.9280 4.1350 -1.1867
C -0.3683 6.0793 -2.4022
C -1.6235 1.5358 -3.2631
C -1.5373 6.4386 -1.7471
C 3.5400 2.5132 -2.8131
C 0.0255 4.7486 -2.4624
C 0.2386 -0.1861 2.9750
C -0.7500 3.7715 -1.8476
C 1.3343 -4.7518 -3.6871
C -3.6309 0.5964 -4.9421
C 0.5614 4.6776 1.1491
C 2.4715 -1.1456 -1.2558
C -1.1252 3.1267 2.5820
C 0.3634 -2.4975 6.1926
C 1.4645 -0.4620 7.0596
C 1.3982 1.2064 -4.0098
C 1.2061 1.8925 -2.8113
H 1.4216 -5.6032 -4.3477
H 0.9248 4.4806 -3.0027
H 2.6036 1.2460 2.5191
H -3.2416 5.7401 -0.6443
H -2.1543 3.4914 -3.9915
H 4.3617 3.0635 -2.3714
H 2.7986 0.6269 -5.5242
H -0.2599 -3.5398 3.6872
H -0.1998 -0.8531 -3.0529
H -0.9463 -3.3641 -1.5558
H 2.5856 1.0972 7.7587
H -0.5390 -2.3013 1.2913
H -2.5375 3.3666 -0.7294
H -3.1047 -1.3661 -4.2363
H -1.8295 2.9970 1.7635
H 4.0939 -1.8016 -2.4324
H -4.4154 0.2345 -5.5928
H -1.8462 7.4750 -1.7205
H 0.2339 6.8375 -2.8852
H -1.4717 -2.3495 3.2216
H 4.7023 1.7929 -4.4680
H -1.6456 -2.6178 5.5235
H -0.9431 -1.0200 5.2830
H 0.7744 5.4197 1.9182
H -0.0653 -2.6345 7.1872
H 2.3362 -1.7755 5.8350
H -0.6857 -5.2352 -3.1479
H 2.1462 3.0832 -1.2874
H -3.9062 2.6440 -5.5019
H -1.2484 4.0932 3.0687
H 3.4542 -0.0436 6.8218
H 1.5378 -1.8785 3.2646
H 1.3553 4.6842 0.4045
H 0.7807 -3.4612 5.9046
H 5.2160 -0.1085 -0.8908
H -0.3967 4.8729 0.6757
H 0.9944 -2.8289 1.2491
H 3.3573 -4.0895 -4.0195
H 0.3689 0.7026 8.3207
H 0.5531 0.7694 -4.5312
H -0.4946 -0.6107 7.6353
H -1.2338 2.3262 3.3052
H -1.5196 -1.5896 -2.4716
*
```

Atomic partial charges in e from the Mulliken method, atoms 1 to 4:
1 Zr 0.009
2 S -0.154
3 S 0.136
4 S 0.624

---

[3]
Entry from the Open Molecules 2025 dataset: a molecular structure, C9H18Br3N2O3 in a non-equilibrium geometry (the ωB97M-V functional and the def2-TZVPD basis).

Output
* HOMO energy: -3.850 eV
* LUMO energy: 1.49 eV
* largest force on an atom: 3.57 eV/Å

ORCA input file:
```
! RIJCOSX wB97M-V def2-TZVPD def2/J DEFGRID3
* xyz -1 1
Br 4.9743 1.2195 -3.2306
Br 6.5906 -1.3540 -2.2195
Br 3.4978 -1.6101 -3.0031
O 1.2020 -0.3161 -0.2462
O -4.4901 -1.6672 -1.1298
O -3.7773 0.3242 -1.6942
N -3.3272 1.4417 1.2756
N -2.3668 -2.1574 0.5125
C 3.4152 -0.4409 0.9291
C -2.3606 2.4372 1.7445
C -1.2078 -0.2671 -0.5609
C -2.8928 0.0412 1.4649
C 5.1647 -0.7011 -3.3532
C -2.5520 -0.7190 0.1460
C -0.0236 0.0533 0.4201
C -3.6842 -0.6826 -0.9472
C 2.3226 0.4372 0.1969
H -2.9205 3.4126 1.8334
H 4.1934 0.2738 1.3177
H -0.9057 -1.1193 -1.2283
H -1.9397 2.2201 2.7535
H 2.0798 1.2765 0.8928
H 3.9378 -1.1498 0.2480
H -2.1898 -2.6968 -0.3333
H -1.6146 -2.2617 1.1944
H 2.9986 -0.9525 1.8382
H -2.0363 0.0454 2.1955
H -3.6512 1.6275 0.3256
H -1.5118 2.6361 1.0324
H 2.8326 0.8457 -0.7220
H 5.4435 -0.9278 -4.3761
H -0.0308 1.1562 0.5972
H -1.3440 0.6171 -1.2327
H -0.0989 -0.5421 1.3721
H -3.7272 -0.4997 1.9865
*
```

Atomic partial charges in e from the natural (NBO) method, atoms 1 to 4:
1 Br 0.085
2 Br 0.074
3 Br 0.123
4 O -0.558

---

[4]
Entry from the Open Molecules 2025 dataset: 5 unconnected molecules or ions with the total composition C12H35N2O7P in a non-equilibrium geometry (the ωB97M-V functional and the def2-TZVPD basis).

Output
* HOMO energy: -9.534 eV
* SMILES: CCCCN(CCCN)C(=O)O[PH2]=O.CO.CO.CO.CO
* LUMO energy: 0.39 eV
* largest force on an atom: 1.13 eV/Å

ORCA input file:
```
! RIJCOSX wB97M-V def2-TZVPD def2/J DEFGRID3
* xyz 0 1
P 3.8456 0.0516 0.6152
O 4.5146 -2.0807 3.3783
O 0.3663 2.7458 -7.2453
O 4.8944 0.4633 1.5478
O -4.6890 3.8745 3.8183
O 2.3123 0.3744 1.0268
O 1.7341 -1.2207 2.4980
O -0.6883 0.2154 -3.6753
N -3.5240 0.7907 2.5263
N 0.2882 -0.7689 0.7792
C 1.4581 -0.6156 1.5057
C 0.9965 3.9924 -6.9797
C -2.1862 -0.7497 1.0434
C -0.0380 0.7721 -4.8197
C -0.8548 -0.1478 1.4807
C 0.3864 -3.8605 0.1529
C -3.2770 -0.5901 2.0984
C 0.3289 -0.5059 -0.6685
C -5.5945 3.0179 4.5011
C 1.0491 -2.9562 -0.8833
C 0.1551 -1.8320 -1.4278
C 5.2388 -1.4256 4.4041
H -0.6945 1.4348 -5.3823
H -1.4443 -0.2903 -3.9874
H 5.2480 -0.3422 4.2583
H 4.8384 -1.6540 5.3969
H 0.8098 1.3478 -4.4556
H 1.2682 -0.0426 -0.9721
H -3.2514 1.4628 1.8206
H 3.6078 -1.7532 3.3977
H 0.0769 2.7424 -8.1620
H 1.0755 -4.6432 0.4755
H 6.2641 -1.7878 4.3538
H -0.8941 -2.1398 -1.3722
H -0.8374 0.9336 1.2985
H -0.7177 -0.3242 2.5499
H 1.3128 3.9696 -5.9391
H -2.0305 -1.8166 0.8619
H 3.7706 -1.3193 0.3335
H 0.3327 -0.0118 -5.4844
H 1.8777 4.1448 -7.6076
H 1.3464 -3.5876 -1.7248
H -4.1187 3.3158 3.2825
H -0.4607 0.1933 -0.9452
H 0.0851 -3.3033 1.0392
H 3.9192 0.7267 -0.6090
H -0.4898 -4.3524 -0.2765
H 1.9768 -2.5451 -0.4699
H -6.1931 2.4333 3.7993
H -4.2078 -1.0134 1.7133
H 0.3850 -1.6578 -2.4778
H -5.0726 2.3344 5.1761
H -2.5135 -0.3184 0.0920
H -3.0489 1.0068 3.3917
H -6.2514 3.6562 5.0880
H 0.3108 4.8324 -7.1154
H -2.9960 -1.1761 2.9762
*
```

Atomic partial charges in e from the natural (NBO) method, atoms 1 to 4:
1 P 1.788
2 O -0.739
3 O -0.729
4 O -1.051

---

[5]
Entry from the Open Molecules 2025 dataset: a molecular structure, C24H30MgN4O5 in a non-equilibrium geometry (the ωB97M-V functional and the def2-TZVPD basis).

Output
* HOMO energy: -6.677 eV
* LUMO energy: 0.25 eV
* largest force on an atom: 1.65 eV/Å

ORCA input file:
```
! RIJCOSX wB97M-V def2-TZVPD def2/J DEFGRID3
* xyz 0 1
Mg -0.2521 -0.4890 -0.5854
O -0.1608 1.9419 1.0970
O -1.1321 -0.5705 1.1663
O 0.3901 -2.1979 -0.5741
O 0.9487 0.1448 -1.8292
O 1.5135 -0.1357 0.8381
N -2.0339 -1.3680 -1.3861
N 3.3838 1.0763 1.1659
N -2.5495 -0.1848 2.8538
N -1.4136 1.1282 -1.1906
C 3.1551 2.9501 -2.2124
C 1.0013 -4.4170 -1.0060
C -3.2158 0.6625 3.8142
C -0.9618 1.5877 2.1921
C -1.5454 0.1791 2.0220
C 0.0689 -3.3371 -1.0135
C -3.2000 -1.4596 2.6160
C 0.9251 3.7653 -1.9441
C 1.2059 2.1923 1.2969
C -1.5530 -4.9335 -1.9452
C 0.6592 -5.6745 -1.4211
C -2.1885 -2.5949 -1.7115
C -3.0860 -0.4539 -1.7205
C 1.3330 1.3445 -1.9110
C 0.4370 2.4602 -1.8207
C -1.2315 -3.6272 -1.5407
C -0.9539 2.2361 -1.6012
C 4.0980 2.2864 1.4869
C 2.7031 1.6595 -2.1426
C 4.2361 -0.0533 0.8663
C -2.8063 0.8967 -1.0661
C 2.2657 4.0255 -2.1053
C 2.0463 0.9289 1.0739
C -0.6376 -5.9505 -1.8740
H 4.6043 2.1798 2.4513
H 1.4762 2.9145 0.5193
H 1.3941 -6.4691 -1.4016
H 4.8565 2.4695 0.7245
H -3.1351 -2.9027 -2.1889
H 4.8519 0.1693 -0.0069
H 1.3841 2.6198 2.2944
H -1.6356 3.0807 -1.8067
H 4.8924 -0.2668 1.7125
H 3.3786 0.8233 -2.2528
H -3.1076 -0.3024 -2.8088
H 1.9993 -4.1919 -0.6586
H -3.0684 0.8463 -0.0031
H 4.2120 3.1450 -2.3477
H -3.3101 -2.0072 3.5517
H -0.4145 1.6418 3.1429
H -3.4601 0.0753 4.7020
H -0.9039 -6.9484 -2.1828
H -2.5489 -5.1161 -2.3313
H -4.1510 1.0551 3.3989
H -4.1905 -1.3066 2.1789
H -2.5876 1.4928 4.1200
H -2.5869 -2.0361 1.9261
H -1.7935 2.3062 2.2134
H 2.6277 5.0420 -2.1793
H -3.4285 1.6737 -1.5431
H -4.0757 -0.8297 -1.4143
H 3.6049 -0.9136 0.6562
H 3.4478 3.1514 1.5294
H 0.2190 4.5851 -1.8822
*
```

Atomic partial charges in e from the natural (NBO) method, atoms 1 to 4:
1 Mg 1.771
2 O -0.530
3 O -0.687
4 O -0.841

---

[6]
Entry from the Open Molecules 2025 dataset: a molecular structure, C5H14HfN3O7 in a non-equilibrium geometry (the ωB97M-V functional and the def2-TZVPD basis).

Output
* HOMO energy: -18.798 eV
* LUMO energy: -17.07 eV
* largest force on an atom: 6.91 eV/Å

ORCA input file:
```
! RIJCOSX wB97M-V def2-TZVPD def2/J DEFGRID3
* xyz 3 1
Hf 0.6948 0.7721 -5.3917
O -5.0828 0.8078 0.7011
O -4.4733 2.7039 0.0768
O 3.5508 -0.7163 1.9495
O -1.0810 -2.6336 3.0800
O 5.2560 -1.5851 1.0642
O -0.0699 0.9541 -3.3996
O -0.4742 -0.6247 3.0650
N 4.3935 -0.7483 1.0700
N -4.8384 1.5813 -0.2029
N -0.2055 -1.8097 3.0684
C -4.7210 1.0751 -1.5884
C 4.4017 0.2547 -0.0255
C 0.1204 0.8109 -0.9005
C 1.2075 -2.2240 3.0002
C -0.6816 0.6912 -2.1681
H -4.0626 1.7359 -2.1522
H -4.1016 0.1830 -1.4544
H 1.7322 -1.5060 3.6370
H -1.6988 1.1070 -2.1758
H 5.1765 1.0139 0.0282
H -0.4514 0.5310 -0.0167
H 3.4161 0.7145 0.0594
H -1.0270 -0.3752 -2.1700
H 0.3200 1.8816 -0.7487
H 4.5045 -0.3312 -0.9364
H -5.7267 0.8445 -1.9281
H 1.0565 0.2605 -0.9423
H 1.3280 -3.2199 3.4304
H 1.5370 -2.1490 1.9710
*
```

Atomic partial charges in e from the natural (NBO) method, atoms 1 to 4:
1 Hf 1.954
2 O -0.134
3 O -0.140
4 O -0.285